{"formula": "C57H33NO14S2", "method": "ωB97M-V/def2-TZVPD", "symbols": ["S", "S", "O", "O", "O", "O", "O", "O", "O", "O", "O", "O", "O", "O", "O", "O", "N", "C", "C", "C", "C", "C", "C", "C", "C", "C", "C", "C", "C", "C", "C", "C", "C", "C", "C", "C", "C", "C", "C", "C", "C", "C", "C", "C", "C", "C", "C", "C", "C", "C", "C", "C", "C", "C", "C", "C", "C", "C", "C", "C", "C", "C", "C", "C", "C", "C", "C", "C", "C", "C", "C", "C", "C", "C", "H", "H", "H", "H", "H", "H", "H", "H", "H", "H", "H", "H", "H", "H", "H", "H", "H", "H", "H", "H", "H", "H", "H", "H", "H", "H", "H", "H", "H", "H", "H", "H", "H"], "coordinates": [[1.27, -3.80, -2.23], [3.90, -3.12, -3.10], [5.08, 2.20, 9.46], [3.69, -3.83, -4.36], [8.10, -2.19, 9.54], [-2.30, -1.83, -3.80], [1.01, -4.55, -0.96], [-5.02, 1.08, -7.58], [3.16, 1.80, 4.83], [6.02, -4.81, -2.63], [-7.30, -2.37, -5.57], [5.61, -3.31, -1.03], [1.57, -1.01, 0.59], [-5.84, 5.78, -5.18], [4.38, -1.74, -3.44], [1.12, -4.74, -3.34], [2.63, -2.93, -2.05], [-5.55, 4.62, -7.21], [-3.44, -1.98, -4.20], [6.57, 0.86, 10.67], [-4.58, -1.89, -3.26], [-5.67, 5.78, -7.97], [-0.66, -1.33, 4.12], [-5.24, -2.75, -7.42], [4.55, 2.19, 2.43], [-5.79, 3.50, -3.56], [-6.16, -2.28, -5.16], [-5.53, 5.72, -9.35], [-4.35, -1.67, -1.91], [7.39, -1.21, 9.53], [-3.70, -2.27, -5.63], [-5.01, -2.44, -6.09], [4.93, 0.51, 7.23], [-5.68, 4.70, -5.73], [6.55, -0.89, 8.35], [-5.43, 2.22, -5.57], [-6.96, -1.89, -2.84], [-5.89, -2.01, -3.73], [-5.24, 2.15, -7.04], [5.22, 2.30, 1.22], [7.29, 1.39, 12.91], [-5.41, -1.57, -1.02], [5.35, -3.89, -2.17], [-5.16, 3.34, -9.21], [-5.27, 4.50, -9.97], [6.56, 1.71, 11.77], [-6.72, -1.67, -1.49], [-2.87, -2.70, -7.85], [-2.64, -2.39, -6.52], [2.77, 1.18, 3.85], [5.76, -1.48, 6.15], [4.94, -0.35, 6.15], [7.34, -0.31, 10.70], [-5.42, 1.05, -4.82], [0.90, 0.18, 5.15], [-5.63, 3.45, -4.94], [-4.18, -2.89, -8.30], [-0.22, -0.62, 5.23], [3.48, 1.31, 2.55], [6.56, -1.75, 7.25], [3.76, 0.65, 0.24], [1.16, -0.43, 2.83], [0.03, -1.24, 2.92], [-5.77, 2.33, -2.81], [1.59, 0.29, 3.94], [8.07, -0.62, 11.85], [3.07, 0.55, 1.45], [8.04, 0.22, 12.95], [-5.31, 3.40, -7.83], [-5.59, 1.10, -3.44], [1.91, -0.36, 1.55], [5.74, 0.25, 8.33], [4.83, 1.53, 0.13], [5.74, 1.18, 9.48], [-5.22, -1.41, 0.03], [-6.26, -2.90, -7.78], [-1.55, -1.95, 4.18], [5.76, -2.15, 5.30], [-5.89, 2.37, -1.73], [4.30, -0.15, 5.29], [5.37, 1.61, -0.81], [-2.04, -2.80, -8.53], [6.05, 2.99, 1.13], [5.97, 2.62, 11.75], [8.66, -1.53, 11.88], [4.85, 2.80, 3.28], [-1.62, -2.25, -6.17], [1.24, 0.74, 6.02], [-4.96, 2.40, -9.70], [-0.76, -0.70, 6.17], [-0.31, -1.79, 2.05], [7.28, 2.06, 13.76], [-3.33, -1.59, -1.54], [-7.55, -1.58, -0.80], [-5.93, 4.45, -3.06], [3.46, 0.05, -0.61], [0.21, -2.90, -2.30], [-5.59, 0.19, -2.86], [-5.63, 6.62, -9.94], [4.29, 1.39, 7.22], [-7.98, -1.97, -3.20], [-4.36, -3.14, -9.34], [-5.87, 6.73, -7.49], [7.19, -2.63, 7.25], [8.60, -0.03, 13.84], [-5.15, 4.46, -11.05], [-5.29, 0.09, -5.31]], "total_charge": -2, "energy_ha": -4096.4988, "lumo_energy_ev": 1.34}

=====

{"formula": "C57H35Cl2CoF3N5O2", "method": "ωB97M-V/def2-TZVPD", "symbols": ["Co", "Cl", "Cl", "F", "F", "F", "O", "O", "N", "N", "N", "N", "N", "C", "C", "C", "C", "C", "C", "C", "C", "C", "C", "C", "C", "C", "C", "C", "C", "C", "C", "C", "C", "C", "C", "C", "C", "C", "C", "C", "C", "C", "C", "C", "C", "C", "C", "C", "C", "C", "C", "C", "C", "C", "C", "C", "C", "C", "C", "C", "C", "C", "C", "C", "C", "C", "C", "C", "C", "C", "H", "H", "H", "H", "H", "H", "H", "H", "H", "H", "H", "H", "H", "H", "H", "H", "H", "H", "H", "H", "H", "H", "H", "H", "H", "H", "H", "H", "H", "H", "H", "H", "H", "H", "H"], "coordinates": [[-1.10, 0.25, 0.39], [3.61, -5.70, 1.66], [0.10, -3.59, -1.85], [5.10, 1.31, -5.31], [5.63, 3.12, -4.24], [6.48, 1.23, -3.65], [2.13, 0.40, 1.68], [0.49, -1.15, -0.35], [-2.20, -1.14, -0.56], [-1.10, 1.35, -1.26], [-1.22, -0.80, 2.06], [2.12, 1.21, -1.35], [-0.50, 1.84, 1.44], [2.71, -4.32, 1.07], [-0.65, -0.48, 3.25], [-0.29, 3.48, -0.37], [3.21, 0.66, -3.39], [-2.46, -6.57, 1.16], [1.62, 1.28, 7.46], [0.41, 0.96, 4.96], [-2.48, -1.18, -1.89], [-2.01, -0.28, -2.84], [-0.50, 2.94, -2.80], [-0.62, 2.61, -1.40], [1.21, -2.06, 0.11], [-2.67, -2.31, -0.04], [-1.64, -2.07, -6.13], [-0.63, -1.63, 4.12], [2.38, 1.36, 6.30], [1.34, 5.39, -0.47], [2.48, -0.73, 1.90], [1.87, -4.46, -0.04], [0.18, 3.20, 3.16], [-2.74, -4.21, 1.53], [0.26, 1.05, 7.37], [-3.69, -4.50, 2.51], [-0.92, 1.87, -3.50], [-1.24, -2.63, 3.45], [-3.38, -3.05, -1.05], [5.34, 1.81, -4.08], [-1.49, -1.72, -4.80], [-3.05, 0.07, -5.10], [-1.34, 0.89, -2.52], [-0.20, 1.87, 2.76], [0.13, 3.96, 2.05], [-3.41, -6.85, 2.13], [-2.13, -5.26, 0.86], [-2.50, -1.36, -6.95], [-0.25, 3.09, 0.96], [-2.36, -2.80, 1.22], [-3.26, -2.36, -2.20], [2.19, 0.50, -2.46], [1.67, 6.69, -0.82], [-0.55, 7.02, -1.65], [1.78, 1.19, 5.06], [3.08, 2.09, -1.09], [-4.03, -5.81, 2.81], [-0.88, 5.72, -1.30], [-0.20, 0.78, 3.62], [-1.63, -2.10, 2.17], [4.19, 1.60, -3.13], [0.07, 4.88, -0.71], [-3.20, -0.28, -6.44], [2.83, -3.09, 1.66], [1.17, -3.38, -0.49], [-0.34, 0.89, 6.13], [-2.19, -0.64, -4.27], [2.13, -1.97, 1.21], [4.14, 2.33, -1.95], [0.72, 7.51, -1.41], [-3.64, -2.61, -3.17], [4.90, 3.06, -1.71], [2.99, 2.62, -0.15], [2.67, 7.06, -0.63], [-3.88, 0.28, -7.07], [-0.34, 0.99, 8.27], [-0.20, -1.66, 5.10], [3.23, 0.07, -4.30], [-1.87, 5.34, -1.49], [1.40, -0.22, -2.61], [-0.96, 1.74, -4.56], [3.19, -0.92, 2.74], [1.76, -5.42, -0.53], [-2.62, -1.64, -7.99], [-3.66, -7.88, 2.36], [-1.08, -2.91, -6.53], [3.50, -2.97, 2.51], [-0.82, -2.27, -4.16], [0.97, 8.53, -1.69], [2.08, 4.75, -0.01], [-1.41, 0.70, 6.05], [-3.89, -3.99, -0.89], [0.33, 5.02, 1.96], [-4.17, -3.68, 3.03], [2.36, 1.24, 4.14], [3.45, 1.53, 6.36], [0.43, 3.51, 4.16], [2.09, 1.41, 8.42], [-1.38, -5.04, 0.11], [-0.11, 3.87, -3.19], [-4.77, -6.02, 3.57], [-3.60, 0.91, -4.70], [-1.30, 7.65, -2.12], [-1.96, -7.38, 0.63], [-1.40, -3.64, 3.78]], "total_charge": -1, "de_lowest_kcal_mol": 0.0, "energy_ha": -5220.3352, "spin_multiplicity": 2, "lumo_energy_ev": [1.54, 1.56]}

=====

{"formula": "C57H44Cl3N4O5P2PtSe2Te", "method": "ωB97M-V/def2-TZVPD", "symbols": ["Pt", "Te", "Se", "Se", "Cl", "Cl", "Cl", "P", "P", "O", "O", "O", "O", "O", "N", "N", "N", "N", "C", "C", "C", "C", "C", "C", "C", "C", "C", "C", "C", "C", "C", "C", "C", "C", "C", "C", "C", "C", "C", "C", "C", "C", "C", "C", "C", "C", "C", "C", "C", "C", "C", "C", "C", "C", "C", "C", "C", "C", "C", "C", "C", "C", "C", "C", "C", "C", "C", "C", "C", "C", "C", "C", "C", "C", "C", "H", "H", "H", "H", "H", "H", "H", "H", "H", "H", "H", "H", "H", "H", "H", "H", "H", "H", "H", "H", "H", "H", "H", "H", "H", "H", "H", "H", "H", "H", "H", "H", "H", "H", "H", "H", "H", "H", "H", "H", "H", "H", "H", "H"], "coordinates": [[-1.13, 1.13, 0.52], [3.38, -0.66, -6.73], [2.60, -4.60, 3.48], [0.19, -0.60, -0.33], [-4.39, 5.07, 0.44], [-4.14, 4.06, 3.28], [-5.79, 2.75, 1.41], [0.90, -3.57, 4.30], [-1.00, -2.31, 0.38], [0.93, 1.54, -2.18], [-3.08, 1.87, 0.75], [-1.88, 3.82, 1.54], [-0.37, -0.25, -3.14], [8.26, 1.80, 2.68], [-0.34, 0.36, -4.15], [11.03, 2.79, 17.02], [0.44, 2.40, 0.75], [10.62, 1.96, 16.38], [-2.78, -4.06, 5.98], [-0.18, -6.05, -1.97], [0.70, -4.05, -0.95], [2.00, -4.89, -5.21], [1.09, 4.89, 0.19], [-0.62, -3.81, -0.48], [-0.60, 1.58, -4.62], [2.27, 6.81, -0.73], [0.00, 0.79, -8.20], [-3.29, -1.24, 1.38], [-1.51, -5.67, -1.62], [-2.75, -1.96, 0.29], [-4.61, -0.79, 1.26], [2.04, 0.01, 5.62], [-1.72, -4.64, -0.77], [-2.16, 4.32, -2.71], [-3.59, -2.30, -0.79], [-5.43, -1.27, 0.28], [1.63, 5.25, 1.52], [-2.78, -5.36, 6.50], [1.11, 2.34, 1.90], [2.43, -2.51, -6.67], [0.53, 1.96, -8.80], [-1.57, -3.56, 5.42], [-0.79, -2.56, 2.18], [-2.90, 3.07, 1.22], [-4.95, -2.07, -0.75], [0.93, -4.22, -5.90], [-1.53, -6.08, 6.40], [0.50, 3.52, -0.10], [1.44, -0.84, 4.75], [-0.46, -4.38, 5.18], [0.14, -2.76, 2.98], [1.15, -2.94, -6.39], [1.34, -2.13, 5.33], [2.17, -1.29, 7.44], [-0.34, 1.93, -6.12], [0.91, -5.29, -1.54], [1.44, 5.73, -0.93], [2.02, 6.56, 1.70], [0.03, 2.40, -2.33], [2.40, 0.00, 6.95], [-3.19, 5.46, -3.02], [0.16, 3.13, -6.64], [1.59, -2.30, 6.66], [-4.23, 3.69, 1.59], [-0.49, 0.74, -6.90], [2.46, 7.25, 0.57], [-1.89, 3.39, -3.73], [-0.32, 3.37, -1.29], [3.28, -4.43, -5.42], [-1.31, 4.34, -1.51], [-0.83, 2.46, -3.55], [3.46, -3.39, -6.32], [0.59, 3.17, -8.00], [0.79, 1.94, 3.12], [-0.40, -5.64, 5.75], [-0.09, -4.51, -5.63], [1.02, 4.09, -8.38], [1.77, -5.83, -4.67], [7.34, 1.53, 2.67], [-2.42, -6.25, -1.89], [-3.72, -3.55, 5.90], [-3.64, 5.29, -4.06], [2.59, 7.54, -1.49], [4.40, -3.07, -6.51], [-2.74, 6.43, -2.93], [-0.24, 1.67, 3.45], [-3.62, -5.71, 7.03], [-4.07, 5.36, -2.41], [-1.43, 5.13, -0.80], [1.01, 5.56, -1.89], [-2.63, 3.38, -4.48], [0.92, 1.91, -9.78], [-5.66, -2.41, -1.53], [-1.58, -2.55, 5.08], [2.21, 6.96, 2.64], [1.55, -3.28, -0.84], [4.15, -4.81, -4.95], [-1.53, -7.04, 6.93], [0.24, -2.21, -6.53], [-2.73, -0.95, 2.32], [-2.99, -2.47, -1.62], [-6.50, -0.99, 0.20], [2.77, 0.90, 7.49], [2.13, 2.55, 1.58], [0.01, -0.09, -8.86], [1.78, 4.46, 2.28], [0.13, -6.88, -2.63], [-0.56, -0.19, -6.30], [2.93, 8.20, 0.70], [0.34, -6.34, 5.46], [1.94, -5.60, -1.81], [-2.80, -4.45, -0.53], [1.19, -0.66, 3.74], [-5.04, -0.25, 2.10], [1.63, 2.02, 3.92], [1.49, -3.29, 7.19], [8.22, 2.77, 2.90], [2.45, -1.62, 8.46], [0.15, 4.08, -6.11]], "total_charge": -1, "de_lowest_kcal_mol": 0.0, "energy_ha": -10046.7056, "spin_multiplicity": 5, "lumo_energy_ev": [1.44, -0.01]}

=====

{"formula": "C57H44N4O4P2SiW", "method": "ωB97M-V/def2-TZVPD", "symbols": ["W", "P", "P", "Si", "O", "O", "O", "O", "N", "N", "N", "N", "C", "C", "C", "C", "C", "C", "C", "C", "C", "C", "C", "C", "C", "C", "C", "C", "C", "C", "C", "C", "C", "C", "C", "C", "C", "C", "C", "C", "C", "C", "C", "C", "C", "C", "C", "C", "C", "C", "C", "C", "C", "C", "C", "C", "C", "C", "C", "C", "C", "C", "C", "C", "C", "C", "C", "C", "C", "H", "H", "H", "H", "H", "H", "H", "H", "H", "H", "H", "H", "H", "H", "H", "H", "H", "H", "H", "H", "H", "H", "H", "H", "H", "H", "H", "H", "H", "H", "H", "H", "H", "H", "H", "H", "H", "H", "H", "H", "H", "H", "H", "H"], "coordinates": [[-0.21, -0.13, -0.71], [2.02, 0.66, -1.77], [-0.95, 2.10, 0.27], [1.52, -0.03, 1.14], [-0.68, 3.08, -1.18], [-3.97, -2.17, -1.45], [-0.98, -0.55, -3.95], [0.51, -1.95, -1.79], [-1.68, -1.71, -1.52], [-2.63, -4.94, 4.66], [-0.80, 1.22, -2.52], [-1.50, 1.49, -4.77], [2.39, -1.26, -3.74], [2.74, 2.28, 2.21], [-1.14, -5.38, -4.31], [3.70, 2.75, -0.99], [-2.21, -4.21, 3.88], [4.63, -0.40, -1.60], [2.41, -1.76, -5.03], [-2.86, -2.40, -1.84], [3.60, 5.03, -1.75], [2.14, -0.94, -6.11], [-1.69, -3.29, 2.91], [2.05, 3.40, -2.58], [-1.26, 3.42, -3.42], [-1.51, -1.07, 2.02], [-0.65, -2.36, -2.05], [-3.51, 0.69, -0.22], [2.96, 3.63, 2.43], [5.66, -0.99, -0.90], [-5.54, 1.56, -1.18], [-0.92, 2.54, -2.35], [0.97, 4.12, 1.18], [-0.38, -4.42, -3.64], [-3.02, 3.36, 3.66], [2.11, 0.09, -3.51], [0.71, 2.76, 0.98], [-2.03, -1.94, 2.96], [-1.56, 2.84, -4.61], [-0.68, -1.48, 0.97], [-3.21, -4.49, -3.40], [2.62, 2.40, -1.81], [-0.35, -2.85, 0.96], [1.64, 1.83, 1.47], [-1.07, -3.51, -2.87], [4.25, -1.13, 1.05], [-1.09, 0.64, -3.74], [5.46, -1.37, 0.43], [-4.88, 2.75, -1.45], [-1.84, 0.85, -6.04], [1.86, 0.91, -4.60], [1.87, 0.40, -5.89], [2.07, 4.55, 1.89], [-2.28, 2.57, 2.78], [-2.92, 5.17, 2.11], [3.40, -0.19, -0.97], [1.56, -0.85, 2.83], [-2.53, -5.41, -4.19], [-0.84, -3.74, 1.90], [3.19, -0.53, 0.36], [-3.54, 2.90, -1.11], [-4.85, 0.54, -0.56], [-2.45, -3.54, -2.75], [-2.82, 1.87, -0.49], [2.53, 4.70, -2.56], [4.18, 4.05, -0.96], [-2.19, 4.39, 1.24], [-1.86, 3.07, 1.56], [-3.35, 4.66, 3.33], [-1.78, -0.02, 2.10], [-0.65, -6.11, -4.93], [3.45, 1.57, 2.60], [6.27, -1.84, 0.97], [-1.32, 4.48, -3.25], [1.19, 3.20, -3.22], [4.12, -1.43, 2.08], [-1.88, 4.81, 0.29], [-5.34, -0.40, -0.35], [-4.28, -4.51, -3.30], [5.01, 4.29, -0.31], [4.18, 2.01, -0.37], [0.29, 4.87, 0.80], [-0.57, -4.78, 1.86], [-3.34, 2.94, 4.61], [4.78, -0.10, -2.63], [0.69, -4.39, -3.73], [-3.92, 5.27, 4.00], [2.60, -1.92, -2.91], [2.64, -2.81, -5.19], [0.31, -3.24, 0.20], [2.24, 5.61, 2.02], [3.82, 3.96, 3.00], [-2.68, -1.58, 3.74], [1.57, -1.94, 2.77], [0.71, -0.55, 3.44], [3.98, 6.04, -1.72], [-1.98, 1.62, -6.78], [-6.58, 1.44, -1.44], [-3.08, 3.86, -1.29], [-1.02, 0.18, -6.33], [-2.75, 0.26, -5.92], [1.66, 1.96, -4.48], [1.68, 1.07, -6.73], [6.61, -1.17, -1.38], [2.46, -0.53, 3.35], [2.16, -1.33, -7.12], [-3.08, -6.17, -4.72], [-3.02, -0.14, 0.25], [-5.40, 3.58, -1.92], [-3.17, 6.19, 1.83], [2.06, 5.45, -3.18], [-2.05, 1.56, 3.09], [-1.87, 3.41, -5.47]], "total_charge": 0, "de_lowest_kcal_mol": 56.7, "energy_ha": -3757.8208, "spin_multiplicity": 3, "lumo_energy_ev": [-0.23, -0.51]}